Record 1
57
Properties=species:S:1:pos:R:3:nbo_charge:R:1 method="wB97M-V/def2-TZVPD" de_lowest_kj_mol=0.00 multiplicity=2 s_squared=0.814 lumo_energy_ev="-6.1 / -8.2" charge=+2
Ir 0.25 0.51 -0.30 1.101
C -3.69 1.55 -1.81 -0.238
C -2.37 1.65 -1.36 0.112
N -1.68 0.60 -0.95 -0.420
C -2.26 -0.64 -0.96 0.250
C -3.56 -0.82 -1.43 -0.112
C -4.28 0.32 -1.85 -0.068
C -4.09 -2.13 -1.49 -0.096
C -3.32 -3.20 -1.12 -0.212
C -2.01 -3.03 -0.65 -0.094
C -1.46 -1.76 -0.53 0.077
N -0.21 -1.41 -0.07 -0.324
C 0.81 -2.18 0.47 0.087
C 0.76 -3.51 0.86 -0.148
C 1.90 -4.15 1.38 -0.193
C 3.08 -3.48 1.53 -0.111
C 3.17 -2.11 1.19 -0.103
C 4.35 -1.35 1.36 -0.068
C 4.36 -0.02 1.05 -0.245
C 3.19 0.56 0.57 0.118
N 2.07 -0.12 0.39 -0.425
C 2.04 -1.46 0.68 0.240
H -4.21 2.44 -2.14 0.257
H -1.86 2.60 -1.33 0.219
H -5.30 0.20 -2.21 0.248
H -5.10 -2.28 -1.85 0.245
H -3.71 -4.21 -1.20 0.251
H -1.45 -3.91 -0.42 0.221
H -0.14 -4.08 0.80 0.228
H 1.82 -5.19 1.66 0.251
H 3.96 -3.99 1.92 0.246
H 5.24 -1.84 1.75 0.248
H 5.25 0.58 1.17 0.257
H 3.15 1.62 0.32 0.218
C -1.21 -0.66 2.80 -0.664
C -0.89 0.78 2.59 0.092
N -0.33 1.31 1.53 -0.452
C -0.18 2.68 1.65 0.087
C -0.63 3.19 2.82 -0.398
S -1.26 1.93 3.79 0.592
C 0.44 3.35 0.52 0.088
C 0.77 4.65 0.35 -0.399
S 1.53 4.86 -1.17 0.586
C 1.36 3.20 -1.53 0.108
N 0.77 2.53 -0.56 -0.489
C 1.86 2.64 -2.81 -0.683
H -0.32 -1.28 2.70 0.244
H -1.96 -1.00 2.08 0.244
H -1.62 -0.82 3.80 0.259
H -0.63 4.21 3.15 0.275
H 0.63 5.47 1.03 0.274
H 2.57 3.32 -3.28 0.254
H 1.03 2.49 -3.51 0.263
H 2.34 1.68 -2.65 0.271
O -0.60 -0.01 -3.38 -0.373
N 0.57 -0.10 -3.29 0.393
O 1.06 -0.17 -2.06 -0.589



Record 2
53
Properties=species:S:1:pos:R:3:nbo_charge:R:1 method="wB97M-V/def2-TZVPD" de_lowest_kj_mol=177.99 lumo_energy_ev=-3.4
C -4.03 -5.59 2.64 -0.217
C -4.81 -4.57 2.09 -0.193
C -4.56 -4.10 0.80 -0.264
C -3.50 -4.67 0.08 0.284
O -3.16 -4.13 -1.17 -0.516
C -2.52 -2.89 -1.18 0.426
C -1.12 -2.85 -1.11 -0.278
C -0.50 -1.64 -0.98 -0.074
C -1.20 -0.41 -0.94 -0.111
C -0.44 0.78 -0.73 0.124
C -0.98 2.09 -0.58 -0.196
C -0.14 3.21 -0.90 -0.043
C -0.65 4.50 -0.89 -0.233
C -1.99 4.74 -0.55 -0.119
C -2.81 3.67 -0.16 -0.231
C -2.30 2.37 -0.13 -0.129
C -2.61 -0.48 -1.16 -0.125
C -3.27 -1.70 -1.23 -0.279
C -2.74 -5.73 0.59 -0.250
C -2.99 -6.16 1.89 -0.189
H -4.23 -5.94 3.65 0.223
H -5.63 -4.13 2.66 0.221
H -5.15 -3.31 0.34 0.220
H -0.56 -3.79 -1.11 0.256
H 0.59 -1.62 -0.90 0.281
H 0.64 0.68 -0.79 0.261
H 0.89 3.01 -1.19 0.236
H 0.00 5.34 -1.16 0.239
H -2.39 5.76 -0.56 0.232
H -3.85 3.85 0.11 0.232
H -2.93 1.56 0.24 0.225
H -3.19 0.43 -1.30 0.226
H -4.35 -1.76 -1.33 0.241
H -1.96 -6.16 -0.03 0.234
H -2.38 -6.97 2.31 0.226
C 2.81 0.29 0.29 -0.300
N 3.04 -0.83 -0.47 0.450
O 2.46 -1.93 -0.19 -0.559
O 3.81 -0.78 -1.48 -0.505
C 3.77 1.36 0.31 -0.022
C 4.75 1.50 -0.71 -0.199
C 5.63 2.57 -0.75 -0.174
C 5.59 3.54 0.28 -0.042
N 6.22 4.79 0.07 0.505
O 6.09 5.69 0.94 -0.417
O 6.87 4.97 -0.98 -0.411
C 4.73 3.35 1.40 -0.174
C 3.86 2.28 1.41 -0.246
H 2.06 0.19 1.08 0.201
H 4.82 0.74 -1.48 0.262
H 6.31 2.70 -1.58 0.241
H 4.76 4.08 2.20 0.241
H 3.23 2.10 2.29 0.207



Record 3
57
Properties=species:S:1:pos:R:3:nbo_charge:R:1 method="wB97M-V/def2-TZVPD" de_lowest_kj_mol=17.18 lumo_energy_ev=1.9 charge=-1
Y 0.09 0.72 -0.42 1.730
C -1.62 -2.90 2.23 -0.632
C -0.37 -2.52 1.50 -0.011
C -0.07 -3.11 0.28 -0.187
C 1.07 -2.76 -0.43 0.043
C 1.32 -3.35 -1.79 -0.640
C 1.95 -1.84 0.12 -0.243
C 1.69 -1.23 1.35 -0.067
C 2.71 -0.36 2.02 -0.637
C 0.51 -1.57 2.02 -0.203
H -1.75 -3.98 2.23 0.216
H -2.48 -2.46 1.73 0.227
H -1.60 -2.55 3.26 0.204
H -0.75 -3.84 -0.13 0.215
H 1.63 -4.40 -1.71 0.212
H 2.08 -2.79 -2.32 0.240
H 0.40 -3.32 -2.37 0.226
H 2.88 -1.62 -0.40 0.238
H 3.29 0.21 1.30 0.244
H 3.41 -0.99 2.58 0.219
H 2.24 0.33 2.73 0.217
H 0.31 -1.13 2.99 0.201
S -1.72 2.22 -1.53 -0.336
C -1.72 1.10 -2.88 -0.158
C -1.75 1.61 -4.17 -0.162
C -1.68 0.77 -5.28 -0.185
C -1.73 1.32 -6.57 0.292
N -1.81 1.80 -7.61 -0.334
C -1.56 -0.62 -5.08 -0.116
C -1.58 -1.14 -3.79 -0.172
C -1.68 -0.31 -2.68 -0.161
S -1.76 -0.99 -1.08 -0.412
C -1.43 -1.49 -6.18 0.293
N -1.31 -2.22 -7.06 -0.339
H -1.82 2.68 -4.31 0.231
H -1.51 -2.21 -3.64 0.224
O 3.39 0.13 -2.57 -0.599
C 2.48 0.57 -1.89 0.682
O 1.24 0.22 -1.96 -0.864
C 2.76 1.62 -0.76 0.678
O 3.88 2.04 -0.55 -0.606
O 1.70 1.93 -0.09 -0.875
N -2.44 1.69 3.17 -0.523
C -2.11 1.20 1.95 0.280
N -0.86 1.40 1.64 -0.593
C -0.32 2.10 2.70 0.152
C 0.95 2.63 2.88 -0.210
C 1.21 3.30 4.06 -0.223
C 0.23 3.42 5.06 -0.211
C -1.04 2.91 4.89 -0.236
C -1.31 2.27 3.69 0.088
H -3.36 1.65 3.58 0.424
H -2.81 0.70 1.30 0.249
H 1.70 2.53 2.10 0.270
H 2.18 3.73 4.24 0.217
H 0.49 3.93 5.98 0.211
H -1.79 3.00 5.66 0.210